(1)
{
  "formula": "CH5N2S",
  "method": "the ωB97M-V functional and the def2-TZVPD basis",
  "total_charge": 1,
  "homo_energy_ev": -15.08,
  "e_lumo_ev": -4.9,
  "multiplicity": 1,
  "relative_energy_kj_mol": 55.2,
  "symbols": ["N", "C", "N", "S", "H", "H", "H", "H", "H"],
  "positions_angstrom": [[-1.009, 0.952, -0.055], [-0.722, -0.370, -0.049], [0.562, -0.805, -0.342], [1.899, 0.243, -0.074], [-1.850, 1.366, 0.170], [-0.148, 1.566, -0.032], [-1.421, -1.216, -0.155], [0.623, -1.831, -0.670], [2.067, 0.095, 1.207]],
  "forces_ev_per_a": [[4.21, -2.81, 0.35], [1.74, 0.84, -2.64], [-2.36, -0.69, 1.04], [0.18, 0.07, -2.06], [-2.30, 0.54, 0.57], [-1.31, -0.76, -0.11], [-0.38, 1.05, 0.52], [0.33, 2.26, 1.02], [-0.11, -0.49, 1.33]]
}

***

(2)
{
  "formula": "C18H36Br18",
  "method": "the ωB97M-V functional and the def2-TZVPD basis",
  "total_charge": 0,
  "homo_energy_ev": -9.80,
  "e_lumo_ev": -0.1,
  "multiplicity": 1,
  "relative_energy_kj_mol": 281.6,
  "symbols": ["Br", "C", "C", "Br", "H", "H", "H", "H", "Br", "C", "C", "Br", "H", "H", "H", "H", "Br", "C", "C", "Br", "H", "H", "H", "H", "Br", "C", "C", "Br", "H", "H", "H", "H", "Br", "C", "C", "Br", "H", "H", "H", "H", "Br", "C", "C", "Br", "H", "H", "H", "H", "Br", "C", "C", "Br", "H", "H", "H", "H", "Br", "C", "C", "Br", "H", "H", "H", "H", "Br", "C", "C", "Br", "H", "H", "H", "H"],
  "positions_angstrom": [[-2.656, 3.717, -1.685], [-1.163, 3.860, -2.990], [-1.148, 2.659, -3.970], [0.233, 3.194, -5.354], [-0.244, 3.998, -2.421], [-1.258, 4.743, -3.622], [-2.108, 2.396, -4.413], [-0.768, 1.804, -3.411], [3.870, 2.015, 1.504], [4.548, 3.918, 1.304], [5.072, 4.440, 2.668], [5.866, 6.265, 2.398], [3.779, 4.598, 0.936], [5.270, 3.933, 0.487], [5.860, 3.881, 3.173], [4.209, 4.565, 3.322], [2.386, 2.616, -1.708], [3.075, 0.859, -2.432], [2.359, 0.278, -3.711], [3.196, -1.526, -4.050], [3.219, 0.159, -1.610], [4.146, 0.879, -2.634], [2.448, 0.922, -4.586], [1.280, 0.185, -3.593], [-0.671, -4.006, -4.815], [0.108, -5.046, -3.159], [-0.420, -4.445, -1.819], [0.487, -5.391, -0.285], [1.194, -4.973, -3.215], [-0.136, -6.106, -3.216], [-1.492, -4.641, -1.783], [-0.142, -3.400, -1.685], [4.887, 1.336, 4.904], [4.591, -0.665, 4.971], [5.811, -1.457, 4.319], [5.433, -3.379, 4.510], [3.756, -0.876, 4.304], [4.396, -0.956, 6.003], [6.815, -1.324, 4.720], [5.932, -1.210, 3.264], [-0.884, 0.566, -1.104], [-0.293, -0.285, 0.617], [0.940, 0.471, 1.169], [1.798, -0.821, 2.380], [-0.054, -1.328, 0.410], [-1.158, -0.507, 1.242], [0.865, 1.411, 1.717], [1.736, 0.702, 0.461], [-3.093, 4.537, 2.785], [-4.047, 2.968, 3.526], [-3.744, 1.635, 2.762], [-4.570, 1.696, 0.976], [-5.105, 3.228, 3.513], [-3.744, 2.934, 4.573], [-4.334, 0.899, 3.308], [-2.771, 1.158, 2.643], [-3.435, -2.302, -1.973], [-4.243, -0.899, -3.078], [-4.457, 0.436, -2.377], [-5.051, 1.752, -3.717], [-5.198, -1.270, -3.449], [-3.686, -0.834, -4.013], [-3.545, 0.888, -1.988], [-5.169, 0.492, -1.554], [-3.350, -2.080, 1.938], [-3.354, -4.187, 2.059], [-3.812, -4.664, 0.677], [-4.219, -6.581, 0.661], [-3.972, -4.446, 2.919], [-2.300, -4.445, 2.153], [-3.022, -4.595, -0.071], [-4.749, -4.351, 0.216]],
  "forces_ev_per_a": [[0.73, 0.26, -0.61], [-0.49, -0.10, -0.94], [1.02, 0.67, 1.17], [-0.95, -0.65, 0.69], [-0.14, -0.50, -0.04], [-0.56, 0.21, 0.49], [0.22, 0.45, -0.24], [0.21, -0.12, -0.54], [0.61, 1.54, -0.06], [0.51, 0.03, 0.38], [-0.32, 0.28, -0.80], [-0.47, -0.84, 0.04], [-0.51, -0.48, 0.33], [0.32, -0.46, 0.42], [-0.21, -0.16, -0.41], [0.28, 0.10, 0.10], [0.48, -1.32, -1.01], [0.51, -0.64, -0.67], [0.18, 0.45, 1.28], [-0.68, 1.27, 0.14], [-1.45, -0.10, 0.30], [0.03, 1.27, -0.60], [0.66, -0.23, 0.05], [0.15, -0.58, 0.36], [0.75, -1.14, 1.86], [-0.11, 0.83, 0.41], [0.66, -0.70, -1.03], [-0.64, 0.41, -0.89], [-0.19, 0.36, -0.28], [-0.40, 0.27, -0.41], [0.19, 0.23, 0.43], [-0.29, -0.17, -0.12], [-0.04, -1.41, 0.30], [1.64, -0.33, -1.18], [-0.58, 0.71, 0.52], [0.00, 0.51, -0.17], [-0.10, 0.32, 0.43], [0.12, 0.20, -0.22], [-0.42, 0.21, 0.60], [-0.52, -0.20, -0.01], [0.28, -0.58, 1.15], [0.49, 0.08, -0.59], [-0.05, -0.67, 0.05], [-0.04, 0.12, 0.15], [0.66, 0.25, -0.69], [-0.04, 1.25, 0.30], [-0.86, -0.28, 0.13], [-0.54, -0.46, -0.49], [-0.28, -0.54, 0.15], [1.19, -0.24, -0.62], [-1.67, 0.42, 0.56], [0.33, -0.02, 0.40], [0.14, -0.27, -0.35], [0.18, -0.27, -0.16], [-0.13, -0.14, -0.12], [0.29, 1.03, 0.16], [-0.28, 0.53, -0.18], [-0.88, 0.04, -0.54], [0.76, 0.53, -0.05], [-0.14, -0.41, 0.09], [-0.12, -0.24, 0.50], [0.58, 0.31, 0.46], [0.07, -0.29, -0.13], [-0.18, -0.57, -0.37], [-0.08, -1.76, 0.23], [-0.05, 1.30, -1.40], [-0.28, -0.63, -0.23], [0.28, -0.40, 0.42], [0.08, 0.11, -0.33], [-0.23, 0.10, 0.41], [-0.01, 0.34, 0.31], [0.30, 0.94, 0.66]]
}

***

(3)
{
  "formula": "C18H19N8O2PbS2",
  "method": "the ωB97M-V functional and the def2-TZVPD basis",
  "total_charge": 3,
  "homo_energy_ev": [-17.20, -17.17],
  "e_lumo_ev": [-11.6, -10.9],
  "multiplicity": 1,
  "relative_energy_kj_mol": 40.8,
  "symbols": ["Pb", "C", "C", "N", "N", "C", "N", "S", "C", "C", "C", "C", "C", "N", "H", "H", "H", "H", "H", "H", "H", "H", "H", "H", "N", "C", "C", "C", "C", "C", "C", "S", "O", "O", "N", "C", "N", "C", "C", "C", "N", "H", "H", "H", "H", "H", "H", "H", "H", "H"],
  "positions_angstrom": [[0.465, 1.711, 0.747], [5.111, 1.517, -0.777], [3.647, 1.445, -0.492], [3.085, 1.460, 0.657], [3.828, 1.569, 1.795], [3.251, 1.634, 3.006], [4.040, 1.722, 4.060], [1.558, 1.592, 3.292], [2.707, 1.342, -1.652], [3.179, 1.221, -2.945], [2.276, 1.117, -4.000], [0.921, 1.131, -3.734], [0.513, 1.256, -2.416], [1.380, 1.362, -1.408], [5.738, 1.633, 0.103], [5.319, 2.360, -1.438], [5.437, 0.607, -1.283], [4.832, 1.677, 1.725], [5.048, 1.674, 3.996], [3.647, 1.810, 4.986], [4.239, 1.204, -3.146], [2.640, 1.025, -5.015], [0.186, 1.055, -4.522], [-0.538, 1.273, -2.155], [-3.658, -5.915, -0.312], [-3.085, -4.768, 0.006], [-1.657, -4.654, -0.011], [-1.072, -3.473, 0.351], [-1.880, -2.394, 0.733], [-3.287, -2.477, 0.742], [-3.890, -3.644, 0.379], [-1.114, -0.925, 1.399], [-1.807, -0.651, 2.615], [0.318, -1.135, 1.396], [-1.265, 0.286, 0.330], [-2.341, 1.183, 0.332], [-3.592, 0.780, 0.398], [-4.517, 1.744, 0.352], [-4.196, 3.087, 0.218], [-2.856, 3.410, 0.156], [-1.925, 2.452, 0.222], [-3.113, -6.730, -0.567], [-4.664, -6.028, -0.297], [-1.060, -5.512, -0.293], [0.004, -3.371, 0.376], [-3.869, -1.618, 1.045], [-4.968, -3.743, 0.387], [-5.548, 1.420, 0.420], [-4.959, 3.850, 0.175], [-2.508, 4.431, 0.064]],
  "forces_ev_per_a": [[0.04, 0.10, 0.11], [0.01, 0.00, 0.01], [-0.04, 0.00, 0.02], [-0.01, -0.05, -0.10], [0.03, 0.03, -0.03], [0.04, -0.01, 0.07], [0.01, -0.01, -0.03], [-0.12, -0.01, -0.03], [0.00, -0.01, -0.01], [0.00, 0.00, 0.02], [-0.01, 0.00, 0.00], [0.02, 0.00, -0.01], [-0.01, 0.01, 0.01], [0.01, -0.02, -0.02], [0.00, 0.01, 0.00], [0.01, 0.00, 0.00], [-0.01, 0.00, 0.00], [-0.01, -0.01, 0.00], [0.00, 0.00, 0.01], [0.00, 0.01, -0.01], [0.00, 0.00, 0.00], [0.00, 0.00, 0.00], [0.00, 0.00, 0.00], [0.00, 0.00, 0.00], [0.01, 0.02, 0.01], [-0.04, -0.04, -0.01], [0.04, 0.00, 0.00], [0.05, -0.02, -0.01], [0.02, 0.06, -0.02], [-0.01, 0.02, 0.02], [0.00, 0.01, 0.00], [-0.07, -0.17, -0.01], [0.02, 0.06, 0.03], [0.00, 0.00, 0.02], [0.01, 0.04, -0.07], [-0.01, -0.10, 0.02], [-0.03, 0.01, 0.02], [0.05, -0.04, -0.01], [-0.01, 0.05, -0.01], [-0.03, 0.00, 0.01], [0.06, 0.00, -0.02], [0.01, 0.00, 0.00], [0.00, 0.01, 0.00], [0.01, 0.00, 0.00], [0.00, -0.01, 0.00], [-0.01, 0.00, 0.01], [0.00, 0.01, 0.01], [-0.01, 0.01, 0.00], [0.00, 0.00, 0.00], [-0.01, 0.01, 0.00]]
}